ORCA calculation (wB97M-V/def2-TZVPD) on one molecule with the formula C2H6ClNO in a non-equilibrium geometry.

Computed properties:
largest force on an atom	0.074	Eh/bohr
LUMO level	0.49	eV
SMILES	CON(C)Cl
energy relative to the best compared isomer or geometry (same formula, charge and spin)	4.588	eV

Each line ends with the Löwdin charge.
Element x y z (Å)
C1 0.953 0.759 -1.411  -0.24
C2 -0.638 -0.994 1.314  -0.18
N1 0.437 -0.423 -0.815  -0.48
O1 0.228 -0.027 0.796  -0.23
Cl1 1.625 -1.750 -0.867  0.58
H1 0.590 0.746 -2.597  0.14
H2 0.538 1.686 -0.886  0.10
H3 2.123 0.815 -1.388  0.08
H4 -0.612 -0.839 2.309  0.03
H5 -0.201 -2.050 1.229  0.09
H6 -1.741 -0.768 0.989  0.12